(1)
Below is C41H63AlGeN7O3P3 as an isolated structure, with properties calculated with the ωB97M-V functional and the def2-TZVPD basis.

Each line ends with the Mulliken charge.
Positions of all 119 atoms, in Å:
Ge  1.90905  -0.14952  -2.62714  -0.030
P  -1.25132  -3.69324  -0.03995  -1.683
P  -2.28003  1.75409  1.88632  1.060
P  0.60831  0.88425  2.32785  0.636
Al  -1.12612  -0.45573  0.14598  -2.869
O  -1.24827  -2.15737  0.25095  0.668
O  0.29329  0.03300  1.05621  1.543
O  -2.35957  0.55148  0.89999  0.485
N  0.05497  -4.30358  0.71611  0.608
N  -1.26582  0.04350  -1.64898  1.214
N  -2.63245  -4.28879  0.58765  0.571
N  -2.91081  0.22389  -3.41126  -0.546
N  -5.07941  0.81775  -2.78090  -0.266
N  -4.60431  0.14288  -4.92600  -0.366
N  -1.17841  -3.85109  -1.67411  1.084
C  -1.12108  4.24790  1.87351  -0.247
C  -0.71899  5.43106  1.27733  -0.926
C  2.38159  2.94426  2.71764  -1.186
C  -6.37518  2.47524  3.71894  -0.593
C  3.44537  -0.18796  -1.38862  0.348
C  1.99104  -0.68900  5.80524  -0.916
C  0.14387  -5.76150  0.90011  -1.074
C  -4.21089  0.39985  -3.69434  0.655
C  -2.77402  -4.25096  2.05119  -1.022
C  1.23399  0.03177  4.89618  -0.317
C  3.21227  3.97346  2.30384  -0.982
C  -4.76807  0.96590  2.76167  -0.553
C  5.92985  0.08090  -1.06427  -0.822
C  1.33822  -3.61123  0.78182  -0.465
C  1.28431  1.42252  -3.63363  -0.239
C  -1.35135  4.56414  -0.88269  -0.629
C  2.31952  1.84450  -4.67587  -0.749
C  4.80412  -0.05398  -2.09455  -0.750
C  1.57334  2.28998  1.78697  1.831
C  2.45941  3.66951  0.03363  -1.061
C  -1.64934  3.22010  1.08634  1.026
C  3.30338  -1.60329  4.00127  -0.915
C  -5.49165  3.53646  3.56602  -0.789
C  2.56764  -0.87146  3.08704  -0.666
C  3.01449  -1.51485  5.35869  -0.547
C  1.61170  2.65452  0.44097  0.643
C  -4.24367  3.32382  3.00648  -0.500
C  1.51311  -0.06988  3.53109  0.523
C  -6.01449  1.19388  3.31618  -0.789
C  -3.88084  2.03447  2.60596  0.853
C  3.25873  4.32842  0.96242  -1.017
C  -1.01629  1.24592  3.10294  -1.858
C  -2.29962  -3.38566  -2.49103  -1.409
C  -2.13870  0.14815  -2.44907  0.458
C  3.29139  -0.43664  -5.06451  -0.543
C  -0.83485  5.58769  -0.09837  -0.806
C  -0.34662  -4.87681  -2.30987  -0.998
C  5.93676  1.43394  -0.35709  -0.931
C  -3.40971  -5.35596  -0.05202  -0.943
C  -1.77268  3.38398  -0.29152  -0.806
C  2.53486  0.72725  -5.68660  -0.629
H  -7.35151  2.64768  4.15172  0.440
H  3.10993  1.10860  -6.53138  0.371
H  -3.56584  4.15642  2.87284  0.374
H  3.83163  4.48907  3.02521  0.519
H  -5.56393  0.27484  -5.20906  0.214
H  -2.49722  -5.20723  2.50005  0.329
H  -0.03179  -4.51204  -3.28843  0.334
H  -2.20257  2.58822  -0.88685  0.358
H  1.96190  2.75010  -5.16861  0.480
H  3.29959  0.64607  -0.69635  -0.212
H  4.11333  -2.23718  3.66568  0.500
H  -0.80709  -6.23854  0.66362  0.300
H  -3.23460  -6.32154  0.42724  0.356
H  4.98007  -0.92696  -2.72575  0.540
H  -0.32917  6.23510  1.88726  0.505
H  5.86679  -0.72984  -0.33353  0.361
H  2.78148  -0.80652  -4.12890  -0.084
H  4.30655  -0.15446  -4.78910  0.341
H  3.59473  -2.08326  6.07308  0.456
H  0.96804  2.15435  -0.27340  0.086
H  1.84535  -3.91946  1.69639  0.459
H  -2.98171  -2.79452  -1.87853  0.417
H  -4.47971  -0.02996  2.44729  0.438
H  0.39840  -5.98432  1.93648  0.333
H  2.50193  3.95363  -1.01069  0.513
H  6.85890  1.55294  0.20957  0.427
H  0.91179  -6.19655  0.25772  0.416
H  1.17682  -2.53453  0.81522  -0.368
H  3.38853  -1.12255  -0.82770  0.545
H  1.09799  -1.45687  -2.77258  -0.085
H  1.57178  0.38851  -6.07709  0.303
H  2.37897  2.63727  3.75750  0.488
H  -1.92140  -2.76771  -3.30928  0.314
H  1.78479  -0.60402  6.86345  0.471
H  1.98527  -3.85978  -0.06611  0.307
H  4.81900  0.83554  -2.73048  0.144
H  -4.47196  -5.12639  0.03364  0.347
H  5.10432  1.55527  0.34168  0.055
H  -1.44305  4.70064  -1.95245  0.531
H  -4.79170  1.04369  -1.84508  0.108
H  -0.53536  6.52082  -0.55729  0.500
H  -5.77771  4.53060  3.88107  0.468
H  -3.94821  -0.14052  -5.63519  0.241
H  6.87508  -0.04435  -1.59386  0.382
H  0.44044  0.66905  5.26502  0.422
H  5.89709  2.24772  -1.08495  0.299
H  -0.87951  -5.81976  -2.45443  0.257
H  3.92897  5.11255  0.63571  0.539
H  2.80675  -0.90785  2.02980  0.571
H  3.27234  2.09338  -4.20101  0.254
H  -6.05036  0.96345  -3.01353  0.252
H  -6.70981  0.37531  3.44345  0.459
H  -2.85081  -4.22141  -2.92674  0.451
H  1.09356  2.22718  -2.91786  0.160
H  -3.81249  -4.04080  2.30682  0.369
H  -1.35244  0.30087  3.54066  0.687
H  -3.15829  -5.44182  -1.10621  0.272
H  3.33605  -1.29713  -5.72961  0.428
H  0.54530  -5.06567  -1.71722  0.323
H  -2.14125  -3.46944  2.46886  0.232
H  0.34159  1.15058  -4.11052  0.474
H  -1.03167  4.13054  2.94758  0.458
H  -0.91392  1.98105  3.90303  1.001

Output
Total charge ... +4
Orbital gap ... 8.087 eV
LUMO ... -10.02 eV
E_tot ... -151067.6890 eV
Largest force on an atom ... 0.90 eV/Å
Energy above the lowest of the compared OMol25 structures with the same formula, charge and spin ... 53.7 kcal/mol

(2)
Below is one molecule with the formula C19H23N3O4S2 at a distorted geometry, with properties calculated with the ωB97M-V functional and the def2-TZVPD basis.

Each line ends with the natural charge from an NBO analysis.
Positions of all 51 atoms, in Å:
S  -0.74058  -2.79723  -0.39211  -0.233
S  -3.55874  1.38551  -0.48890  2.320
O  4.04913  1.88488  0.23844  -0.520
O  5.43621  -0.55172  -0.51231  -0.495
O  -3.02451  2.65632  -0.08998  -0.948
O  -4.79443  1.32635  -1.20839  -0.934
N  0.10731  -0.72856  1.06238  -0.605
N  -2.08202  -1.38887  1.35159  -0.441
N  -3.81085  0.54291  0.93012  -0.677
C  -2.68984  -0.46309  -2.32858  -0.224
C  3.41225  0.66855  0.26248  0.301
C  6.26529  0.58741  -0.54660  -0.239
C  3.48277  -1.70914  -0.08219  -0.220
C  -2.94112  0.78417  2.05687  -0.231
C  2.16140  -1.84384  0.29087  -0.232
C  4.13583  -0.48036  -0.11234  0.228
C  2.08453  0.52597  0.63723  -0.341
C  -2.28433  -0.53585  2.49808  -0.244
C  -4.39466  -0.76951  0.85684  -0.249
C  -0.89617  -1.57934  0.71379  0.314
C  -0.02926  0.31444  -2.12806  -0.207
C  -3.32198  -1.88290  0.79101  -0.241
C  -0.39733  -0.70370  -2.99231  -0.169
C  -1.72463  -1.08816  -3.10001  -0.186
C  -0.99252  0.94027  -1.35407  -0.224
C  3.33239  3.03820  0.59907  -0.251
C  -2.30913  0.53679  -1.45525  -0.270
C  1.44373  -0.71225  0.64353  0.148
H  -5.03573  -0.90747  1.73432  0.200
H  -2.21356  1.53292  1.73892  0.225
H  4.05732  -2.57632  -0.36437  0.228
H  -3.12131  -2.18874  -0.23757  0.253
H  1.00555  0.61196  -2.05272  0.226
H  2.98707  2.99363  1.63734  0.175
H  1.70018  -2.81481  0.30142  0.249
H  -5.02525  -0.77998  -0.03122  0.246
H  4.03844  3.86073  0.49367  0.203
H  -3.52121  1.21063  2.88517  0.203
H  -2.00540  -1.87968  -3.77713  0.221
H  7.23783  0.21768  -0.87157  0.188
H  -3.66094  -2.76537  1.34699  0.201
H  -0.74908  1.75590  -0.69052  0.230
H  -1.35172  -0.36804  3.03754  0.223
H  -2.96208  -1.06900  3.17422  0.206
H  1.51830  1.39770  0.92916  0.209
H  0.35542  -1.20159  -3.58339  0.222
H  5.90386  1.33225  -1.25862  0.181
H  -3.73363  -0.72457  -2.40425  0.236
H  -0.18463  0.14613  1.47732  0.390
H  2.47889  3.21120  -0.06482  0.176
H  6.36296  1.04763  0.43888  0.180

Output
Orbital gap ... 8.048 eV
LUMO ... 0.35 eV
E_tot ... -54405.7232 eV
Structure (SMILES) ... COc1ccc(NC(=S)N2CCN(S(=O)(=O)c3ccccc3)CC2)cc1OC
Largest force on an atom ... 1.11 eV/Å
Energy above the lowest of the compared OMol25 structures with the same formula, charge and spin ... 75.1 kcal/mol

(3)
Below is an isolated ion of composition C3H9N4 and charge +1 at a distorted geometry, with properties calculated with the ωB97M-V functional and the def2-TZVPD basis.

Each line ends with the natural charge from an NBO analysis.
Positions of all 16 atoms, in Å:
N  1.96241  -0.44664  -0.13332  -0.537
N  -1.71827  -1.23898  0.00367  -0.077
N  0.54327  -0.43313  -0.45636  -0.278
N  -2.29734  -0.16734  0.01948  -0.056
C  -1.70303  1.08134  -0.24764  -0.344
C  -0.23166  1.13728  0.07589  -0.187
C  -0.31582  -1.43399  0.13420  -0.145
H  -1.73217  1.32923  -1.35129  0.260
H  0.07014  -2.29929  -0.26222  0.210
H  -2.11324  1.83777  0.38627  0.254
H  0.02060  1.32984  1.20791  0.203
H  0.38943  1.81817  -0.37499  0.204
H  2.30959  -0.67851  0.77888  0.415
H  -0.11051  -1.40991  1.17032  0.193
H  2.46772  0.48257  -0.08639  0.441
H  2.45887  -0.90840  -0.86442  0.443

Output
Total charge ... +1
Orbital gap ... 8.720 eV
LUMO ... -4.09 eV
E_tot ... -9205.0752 eV
Structure (SMILES) ... [NH3+]N1CCN=NC1
Largest force on an atom ... 5.80 eV/Å
Energy above the lowest of the compared OMol25 structures with the same formula, charge and spin ... 151.0 kcal/mol

(4)
Below is C11H18Cl2FeN2S as an isolated structure at a distorted geometry, with properties calculated with the ωB97M-V functional and the def2-TZVPD basis.

Each line ends with the Mulliken spin population.
Positions of all 35 atoms, in Å:
Fe  -2.12653  2.16013  -1.42264  3.501
Cl  -1.72653  2.64122  0.65416  0.125
Cl  -3.44580  3.34676  -2.70532  0.129
S  0.11990  -3.21623  0.61650  0.036
N  -0.34852  -2.15088  3.07456  0.001
N  0.25457  -0.63379  1.56811  0.007
C  -0.68254  -3.44511  3.65730  0.000
C  0.65182  -1.97058  -2.00049  0.701
C  -0.42205  -0.91567  3.68820  0.003
C  -0.04805  0.00359  2.73598  0.000
C  -1.87775  0.31049  -2.14134  -0.015
C  -0.69828  1.19806  -2.54934  0.012
C  -1.98531  -0.47422  -0.74037  0.299
C  0.92122  -0.80519  -2.84583  0.020
C  0.01775  -1.94280  1.76496  0.003
C  0.73967  0.62695  -2.27746  0.073
C  1.01486  -2.13549  -0.73682  0.017
H  -0.01762  1.08508  2.80217  0.000
H  -0.79117  1.38761  -3.63480  -0.006
H  1.97794  -1.04359  -2.94818  0.057
H  1.28102  -1.20568  -0.15350  0.007
H  -0.98067  -0.30559  -0.18601  -0.010
H  0.35691  -0.96747  -3.76380  -0.002
H  0.13233  -4.15467  3.47572  0.000
H  -0.66818  2.22737  -2.07874  -0.055
H  -1.59550  -3.85000  3.21007  -0.002
H  -0.32896  -2.50513  -2.23401  -0.013
H  -2.13367  -1.61421  -0.91482  0.033
H  -2.84155  0.83085  -1.74410  -0.005
H  1.90734  -2.80727  -0.90771  0.099
H  -2.15163  -0.30742  -2.97595  -0.007
H  0.95025  0.71821  -1.18987  -0.004
H  1.48504  1.22931  -2.78847  -0.005
H  -0.71680  -0.78632  4.72350  0.000
H  -0.82640  -3.30914  4.73426  0.000

Output
Spin multiplicity ... 6
Total charge ... -1
Orbital gap (alpha / beta) ... 5.220 / 4.834 eV
Expectation value of S² ... 8.7858
LUMO (alpha / beta) ... 2.59 / 2.58 eV
E_tot ... -84942.2435 eV
Largest force on an atom ... 8.86 eV/Å
Energy above the lowest of the compared OMol25 structures with the same formula, charge and spin ... 114.0 kcal/mol